1.
The following is a DFT calculation (ωB97M-V with the def2-TZVPD basis set) of a structure of composition C56H45ClInN5O2P2.

CARTESIAN COORDINATES (ANGSTROEM)
In (0.2550, 0.5789, 1.3443)
C (4.5838, -0.7521, 0.6398)
C (3.1071, -0.7439, 0.9085)
N (2.5158, 0.3363, 1.2849)
N (3.1540, 1.4582, 1.5390)
C (2.5081, 2.1721, 2.4689)
O (1.5340, 1.7369, 3.1140)
C (3.0726, 3.5024, 2.7710)
C (4.1673, 4.0041, 2.0781)
C (4.6552, 5.2611, 2.3801)
C (4.0525, 6.0277, 3.3653)
C (2.9548, 5.5344, 4.0520)
C (2.4711, 4.2727, 3.7629)
C (2.3105, -1.9574, 0.9519)
C (2.8000, -3.1941, 0.5100)
C (2.0710, -4.3426, 0.7422)
C (0.8632, -4.2411, 1.4120)
C (0.4331, -2.9764, 1.7871)
N (1.1213, -1.8723, 1.5684)
H (5.0539, -0.0382, 1.3178)
H (5.0199, -1.7355, 0.7834)
H (4.7764, -0.4296, -0.3839)
H (4.6209, 3.3965, 1.3109)
H (5.5152, 5.6409, 1.8482)
H (4.4568, 6.9999, 3.6114)
H (2.4797, 6.1326, 4.8169)
H (1.6189, 3.8655, 4.2853)
H (3.7395, -3.2471, -0.0155)
H (2.4367, -5.3033, 0.4067)
H (0.2677, -5.1106, 1.6434)
H (-0.4995, -2.8617, 2.3167)
O (-0.8355, 2.9989, 2.8176)
C (-1.2804, 1.9571, 2.4229)
C (-2.7089, 1.6406, 2.6112)
C (-3.4754, 2.6068, 3.2727)
C (-4.8210, 2.4132, 3.4917)
C (-5.4269, 1.2478, 3.0378)
C (-4.6785, 0.2855, 2.3869)
C (-3.3141, 0.4656, 2.1741)
P (-2.3746, -0.8547, 1.3186)
C (-2.7227, -2.1532, 2.5597)
C (-2.2599, -1.7756, 3.8261)
C (-2.1376, -2.7026, 4.8389)
C (-2.4615, -4.0308, 4.6057)
C (-2.9158, -4.4163, 3.3570)
C (-3.0411, -3.4890, 2.3334)
C (-3.4252, -0.8658, -0.1710)
C (-3.8738, -1.9743, -0.8780)
C (-4.4444, -1.8164, -2.1312)
C (-4.5625, -0.5582, -2.6922)
C (-4.1143, 0.5515, -1.9941)
C (-3.5439, 0.3994, -0.7477)
H (-2.9710, 3.5018, 3.6104)
H (-5.3972, 3.1607, 4.0175)
H (-6.4844, 1.0938, 3.1991)
H (-5.1505, -0.6234, 2.0363)
H (-1.9456, -0.7487, 3.9889)
H (-1.7572, -2.3937, 5.8001)
H (-2.3430, -4.7619, 5.3914)
H (-3.1488, -5.4543, 3.1672)
H (-3.3663, -3.8167, 1.3579)
H (-3.7761, -2.9679, -0.4701)
H (-4.7665, -2.6873, -2.6856)
H (-4.9864, -0.4401, -3.6797)
H (-4.1901, 1.5343, -2.4324)
H (-3.1593, 1.2616, -0.2145)
Cl (2.3126, 3.7040, -3.3614)
C (1.8072, 3.8882, -1.7228)
C (1.8225, 5.1442, -1.1333)
C (1.3479, 5.2498, 0.1623)
C (0.8835, 4.1108, 0.8033)
N (0.8946, 2.9129, 0.2377)
C (1.3565, 2.7956, -0.9939)
H (2.1900, 6.0074, -1.6695)
H (1.3276, 6.2024, 0.6724)
H (0.4909, 4.1658, 1.8067)
H (1.3497, 1.7919, -1.3993)
N (-0.1180, -0.0961, -0.6347)
P (0.2476, -0.7405, -1.9713)
C (-0.4040, 0.2254, -3.4005)
C (-1.1103, 1.3799, -3.0978)
C (-1.6385, 2.1694, -4.1030)
C (-1.4812, 1.7966, -5.4271)
C (-0.7458, 0.6654, -5.7403)
C (-0.1913, -0.1024, -4.7336)
C (1.9869, -0.9908, -2.5396)
C (2.6840, 0.0932, -3.0583)
C (4.0072, -0.0341, -3.4385)
C (4.6458, -1.2576, -3.3189)
C (3.9559, -2.3457, -2.8115)
C (2.6357, -2.2125, -2.4182)
C (-0.3854, -2.4608, -2.2220)
C (-1.0093, -3.0598, -1.1393)
C (-1.4489, -4.3710, -1.2142)
C (-1.3030, -5.0825, -2.3923)
C (-0.6796, -4.4933, -3.4801)
C (-0.2041, -3.1995, -3.3866)
H (-1.2245, 1.6475, -2.0557)
H (-2.1691, 3.0785, -3.8554)
H (-1.9081, 2.3976, -6.2171)
H (-0.5911, 0.3893, -6.7743)
H (0.4295, -0.9450, -4.9955)
H (2.1696, 1.0328, -3.2033)
H (4.5392, 0.8190, -3.8345)
H (5.6756, -1.3646, -3.6296)
H (4.4516, -3.3030, -2.7241)
H (2.0920, -3.0677, -2.0423)
H (-1.1255, -2.4737, -0.2354)
H (-1.9171, -4.8467, -0.3626)
H (-1.6718, -6.0959, -2.4663)
H (-0.5599, -5.0465, -4.4010)
H (0.3264, -2.7795, -4.2253)

Results
- HOMO energy: -7.2 eV
- Frontier orbital gap: 7.192 eV


2.
The following is a DFT calculation (ωB97M-V with the def2-TZVPD basis set) of a structure of composition C56H47As3N3OZr.

CARTESIAN COORDINATES (ANGSTROEM)
Zr (-0.9192, 0.3810, -0.3874)
O (-2.8646, -0.2953, -3.8915)
C (-2.3677, -0.4092, -2.7995)
N (-1.1165, 0.0776, -2.4225)
C (-0.7324, 1.2224, -3.2623)
C (-1.3306, 2.4620, -2.6380)
C (-1.4396, 3.6605, -3.3216)
C (-2.1168, 4.7113, -2.7256)
C (-2.6625, 4.5346, -1.4591)
C (-2.4659, 3.3339, -0.8149)
N (-1.7936, 2.3126, -1.3794)
C (-3.2360, -0.9424, -1.6805)
C (-4.2930, -1.7899, -1.9325)
C (-5.2199, -2.0199, -0.9239)
C (-5.0856, -1.3557, 0.2863)
C (-3.9932, -0.5338, 0.4795)
N (-3.0675, -0.3439, -0.4745)
H (-1.1582, 1.0920, -4.2605)
H (0.3480, 1.2956, -3.3767)
H (-1.0321, 3.7453, -4.3193)
H (-2.2399, 5.6496, -3.2485)
H (-3.2289, 5.3174, -0.9763)
H (-2.8493, 3.1702, 0.1838)
H (-4.4020, -2.2192, -2.9188)
H (-6.0578, -2.6825, -1.0924)
H (-5.8092, -1.4760, 1.0789)
H (-3.8347, -0.0283, 1.4257)
C (2.6283, 0.7306, 1.4561)
C (2.7966, 0.8658, -0.0470)
As (1.4103, 2.0531, -0.7423)
C (2.1501, 2.6102, -2.4301)
C (2.8726, 1.6984, -3.1976)
C (3.4250, 2.1085, -4.4027)
C (3.2488, 3.4156, -4.8373)
C (2.5274, 4.3186, -4.0688)
C (1.9718, 3.9207, -2.8598)
C (1.6219, 3.6250, 0.3459)
C (2.9156, 4.1200, 0.5156)
C (3.1143, 5.2770, 1.2524)
C (2.0283, 5.9474, 1.8036)
C (0.7426, 5.4614, 1.6224)
C (0.5371, 4.2944, 0.8962)
As (0.8411, 0.0716, 1.9077)
C (1.1935, -0.9919, 3.4867)
C (2.1512, -0.4822, 4.3660)
C (2.4471, -1.1729, 5.5314)
C (1.8014, -2.3682, 5.8156)
C (0.8657, -2.8794, 4.9297)
C (0.5583, -2.1957, 3.7611)
C (-0.1396, 1.5765, 2.6541)
C (0.3441, 2.3805, 3.6841)
C (-0.4763, 3.3330, 4.2678)
C (-1.7921, 3.4979, 3.8454)
C (-2.2891, 2.7236, 2.8094)
C (-1.4455, 1.7862, 2.2244)
H (2.7698, 1.6870, 1.9660)
H (3.3343, 0.0091, 1.8715)
H (2.6935, -0.1090, -0.5374)
H (3.7740, 1.2693, -0.3210)
H (3.0195, 0.6749, -2.8684)
H (3.9977, 1.4110, -4.9981)
H (3.6844, 3.7341, -5.7738)
H (2.4087, 5.3397, -4.4040)
H (1.4332, 4.6387, -2.2514)
H (3.7681, 3.6279, 0.0616)
H (4.1153, 5.6644, 1.3842)
H (2.1886, 6.8550, 2.3690)
H (-0.1014, 5.9914, 2.0431)
H (-0.4713, 3.9210, 0.7665)
H (2.6841, 0.4379, 4.1608)
H (3.1880, -0.7783, 6.2131)
H (2.0371, -2.9048, 6.7235)
H (0.3762, -3.8198, 5.1410)
H (-0.1539, -2.6288, 3.0724)
H (1.3531, 2.2567, 4.0552)
H (-0.0943, 3.9411, 5.0766)
H (-2.4282, 4.2264, 4.3283)
H (-3.3123, 2.8438, 2.4772)
H (-1.9008, 1.1912, 1.4133)
C (-3.2056, -4.5082, 2.2003)
C (-2.7147, -5.1801, 1.0867)
C (-1.8334, -4.5544, 0.2175)
C (-1.4331, -3.2417, 0.4587)
C (-1.9405, -2.5746, 1.5664)
C (-2.8182, -3.1992, 2.4442)
As (-0.1392, -2.3649, -0.7177)
C (-0.2664, -3.4514, -2.3019)
C (-1.1838, -3.4131, -3.3412)
C (-1.1189, -4.3783, -4.3368)
C (-0.1469, -5.3689, -4.2850)
C (0.7770, -5.3981, -3.2542)
C (0.7330, -4.4332, -2.2533)
C (1.6917, -4.3356, -1.1344)
C (2.7779, -5.1810, -0.9405)
C (3.6563, -4.9524, 0.1076)
C (3.4710, -3.8748, 0.9626)
C (2.3852, -3.0264, 0.7851)
C (1.4927, -3.2759, -0.2425)
H (-3.8828, -5.0085, 2.8784)
H (-3.0130, -6.2017, 0.8970)
H (-1.4598, -5.0984, -0.6424)
H (-1.6255, -1.5539, 1.8042)
H (-3.1822, -2.6735, 3.3167)
H (-1.9458, -2.6541, -3.4108)
H (-1.8238, -4.3537, -5.1560)
H (-0.1035, -6.1206, -5.0611)
H (1.5328, -6.1706, -3.2395)
H (2.9524, -6.0127, -1.6084)
H (4.4986, -5.6145, 0.2505)
H (4.1690, -3.6964, 1.7687)
H (2.2540, -2.2044, 1.4737)

Results
- Charge: +3
- HOMO energy: -15.0 eV
- Energy relative to the best compared isomer or geometry (same formula, charge and spin): 0.000 eV
- Frontier orbital gap: 5.685 eV


3.
The following is a DFT calculation (ωB97M-V with the def2-TZVPD basis set) of a structure of composition C56H47BrClEuN8O3S4Se.

CARTESIAN COORDINATES (ANGSTROEM)
Eu (1.5121, 1.7327, -1.3360)
C (2.5631, 4.9474, -2.6613)
O (1.4175, 4.3860, -1.9426)
C (0.4996, 5.2765, -1.5088)
C (0.5623, 6.6435, -1.7404)
C (-0.5712, 7.3704, -1.4291)
Br (-0.5521, 9.3199, -1.5892)
C (-1.6695, 6.8691, -0.8146)
C (-1.6727, 5.4922, -0.4826)
C (-0.5981, 4.6831, -0.8673)
O (-0.4391, 3.3905, -0.4804)
C (-2.7837, 4.9836, 0.2849)
N (-3.1376, 5.5164, 1.4624)
C (-4.1377, 4.6112, 1.8768)
C (-4.8451, 4.5887, 3.1070)
C (-5.7405, 3.5792, 3.3974)
C (-5.9762, 2.5703, 2.4237)
C (-5.2582, 2.5207, 1.2096)
C (-4.3578, 3.5841, 0.9424)
N (-3.4666, 3.8594, -0.0803)
H (3.0530, 5.8055, -2.1738)
H (2.2048, 5.3528, -3.6268)
H (3.2320, 4.1283, -2.8569)
H (1.4524, 7.1617, -2.1117)
H (-2.4962, 7.5228, -0.4607)
H (-1.2352, 2.8218, -0.6584)
H (-4.6053, 5.2745, 3.8927)
H (-6.3052, 3.5735, 4.3127)
H (-6.6651, 1.7458, 2.6713)
H (-5.4746, 1.7432, 0.4577)
H (-3.0858, 3.0985, -0.7017)
N (2.2839, -0.9219, -1.4079)
S (1.8548, -2.3016, -1.4145)
N (1.7826, -3.0158, 0.1441)
S (0.6653, -3.0101, 1.1661)
N (-0.2937, -1.8513, 1.4429)
S (0.0616, -0.2576, 1.7615)
N (0.2264, 0.6582, 0.6247)
C (1.4111, -0.2995, 2.9978)
C (1.2049, -0.5219, 4.3846)
C (2.2938, -0.4004, 5.1947)
C (3.5618, -0.0238, 4.7160)
C (3.7495, 0.2418, 3.3881)
C (2.6957, 0.0853, 2.5119)
C (-1.3147, 0.0493, 2.8740)
C (-2.0075, -1.0051, 3.4665)
C (-3.1400, -0.6757, 4.1990)
C (-3.5794, 0.6209, 4.3223)
C (-2.8774, 1.6158, 3.7086)
C (-1.7438, 1.3673, 2.9581)
C (1.5619, -3.4829, 2.6627)
C (2.9310, -3.2932, 2.7331)
C (3.5712, -3.6084, 3.9161)
C (2.8886, -4.1272, 4.9965)
C (1.5316, -4.4079, 4.8995)
C (0.8303, -4.0755, 3.7053)
C (-0.5070, -4.2938, 0.8128)
C (-1.8903, -4.1363, 0.8661)
C (-2.7416, -5.1076, 0.3026)
C (-2.2305, -6.1256, -0.4602)
C (-0.8746, -6.2761, -0.5226)
C (-0.0121, -5.4100, 0.1447)
C (3.1059, -3.4422, -2.0783)
C (3.5243, -4.6632, -1.5896)
C (4.6064, -5.3201, -2.1476)
C (5.2050, -4.7701, -3.2583)
C (4.7876, -3.5493, -3.8114)
C (3.7436, -2.8729, -3.2088)
C (0.3616, -2.8252, -2.1677)
C (-0.7983, -2.0848, -1.8882)
C (-1.9954, -2.4999, -2.4525)
C (-2.1012, -3.6081, -3.2895)
C (-0.9622, -4.2173, -3.6494)
C (0.2901, -3.8260, -3.1139)
H (0.2721, -0.7113, 4.8293)
H (2.1615, -0.6472, 6.2303)
H (4.4006, 0.0854, 5.4020)
H (4.7420, 0.5320, 3.0259)
H (2.8880, 0.4286, 1.4663)
H (-1.7233, -2.0158, 3.2538)
H (-3.6453, -1.5379, 4.6975)
H (-4.4650, 0.9101, 4.8194)
H (-3.1922, 2.6344, 3.7421)
H (-1.1441, 2.1529, 2.4478)
H (3.4774, -2.8717, 1.8943)
H (4.5876, -3.2682, 3.9216)
H (3.3825, -4.2658, 5.9728)
H (0.9940, -4.7823, 5.7797)
H (-0.2127, -4.1620, 3.5629)
H (-2.3056, -3.2218, 1.2640)
H (-3.8140, -5.0051, 0.3907)
H (-2.8893, -6.7199, -1.0487)
H (-0.3692, -7.0192, -1.1358)
H (1.0506, -5.5455, -0.0008)
H (2.9788, -5.0586, -0.7341)
H (4.9408, -6.3024, -1.8189)
H (6.0153, -5.2597, -3.7660)
H (5.3251, -3.1138, -4.6222)
H (3.5016, -1.8949, -3.6303)
H (-0.6747, -1.1109, -1.3360)
H (-2.8565, -1.8768, -2.3574)
H (-3.0922, -3.7291, -3.7434)
H (-1.0449, -4.9719, -4.4396)
H (1.1581, -4.3624, -3.4539)
S (-2.2709, 1.4426, -1.7283)
C (-1.8839, 2.5496, -2.9707)
C (-2.8729, 3.4191, -3.5032)
C (-2.5212, 4.2685, -4.5421)
C (-1.1815, 4.3402, -4.9320)
C (-0.2973, 3.4805, -4.3334)
N (-0.5910, 2.5882, -3.3809)
H (-3.9152, 3.3327, -3.1642)
H (-3.2099, 4.9438, -5.0343)
H (-0.8554, 4.9976, -5.7337)
H (0.7689, 3.5487, -4.5632)
O (3.6859, 1.9803, -2.6079)
H (4.2606, 2.2356, -1.8326)
H (4.1206, 1.2193, -3.0625)
Cl (3.9265, 2.6000, 0.3154)
Se (1.8170, 0.6579, -5.1008)
C (3.2620, -0.3755, -5.6123)
N (4.2257, -1.0022, -5.7825)

Results
- Charge: -1
- HOMO energy (alpha / beta): -4.3 / -4.4 eV
- Energy relative to the best compared isomer or geometry (same formula, charge and spin): 0.000 eV
- Frontier orbital gap (alpha / beta): 5.708 / 5.838 eV
- 2S+1: 8